{
  "formula": "C22H37ClP2Zn",
  "method": "wB97M-V/def2-TZVPD",
  "e_above_lowest_kcal_mol": 0.00,
  "orbital_gap_ev": 7.684,
  "lumo_ha": 0.0182,
  "species": ["P", "P", "C", "C", "H", "H", "H", "H", "C", "H", "H", "H", "C", "H", "H", "H", "C", "H", "H", "H", "C", "H", "H", "H", "Zn", "C", "C", "C", "C", "C", "C", "C", "C", "C", "H", "H", "H", "H", "H", "H", "H", "H", "H", "H", "H", "H", "H", "H", "H", "Cl", "C", "C", "C", "C", "C", "C", "C", "H", "H", "H", "H", "H", "H"],
  "xyz": [[0.4140, -1.2576, -4.4228], [0.6622, 1.7220, -3.3553], [0.9577, 0.1608, -5.5408], [1.7667, 1.1715, -4.7461], [0.0011, 0.5674, -5.9599], [1.5639, -0.3304, -6.3189], [2.6907, 0.7622, -4.2872], [1.9622, 2.0424, -5.3751], [-0.0549, 3.2544, -4.1892], [-0.4755, 3.8965, -3.4004], [-0.8250, 3.0398, -4.9432], [0.8000, 3.7751, -4.6502], [1.9683, 2.7452, -2.5770], [1.8425, 3.8306, -2.7274], [3.0166, 2.4206, -2.7088], [1.5146, 2.6681, -1.5335], [-0.2305, -2.2231, -5.8919], [-0.4639, -3.2734, -5.6446], [0.4723, -2.1923, -6.7429], [-1.1680, -1.7410, -6.2181], [1.9606, -2.1871, -4.1149], [2.7872, -1.4963, -3.9157], [2.1993, -2.7902, -4.9973], [1.8255, -2.8391, -3.2404], [1.8662, 0.8864, -1.1175], [-2.4105, 0.7391, -3.9835], [-2.7608, 0.2263, -5.1682], [-3.6813, -0.9009, -5.5390], [-3.8189, -1.9876, -4.4375], [-2.5914, -2.6958, -4.0495], [-1.6203, -2.2078, -3.2685], [-1.7998, -1.0675, -2.2270], [-2.6119, 0.1689, -2.6308], [2.4799, -0.9267, -1.1598], [-1.9193, 1.7384, -3.8941], [-2.2719, 0.6577, -6.0326], [-3.2928, -1.3528, -6.4903], [-4.7110, -0.4790, -5.7330], [-4.3077, -1.4727, -3.6002], [-4.4891, -2.7431, -4.8735], [-2.5961, -3.7547, -4.3135], [-0.7889, -2.9091, -3.0460], [-0.8107, -0.7365, -1.8853], [-2.2518, -1.5044, -1.3229], [-3.6596, -0.0164, -2.3810], [-2.3058, 1.0000, -1.9680], [3.3833, -0.8672, -1.8327], [1.7664, -1.6419, -1.6135], [2.7660, -1.1951, -0.1210], [-0.5606, 1.2509, 0.2258], [0.3856, 1.4645, 1.6697], [-0.0489, 0.9111, 2.8641], [0.7393, 1.0536, 4.0141], [1.9608, 1.7140, 3.9347], [2.3773, 2.3024, 2.7576], [1.6316, 2.1136, 1.5720], [2.0491, 2.6715, 0.3042], [-1.0173, 0.4336, 2.9244], [0.4437, 0.5730, 4.9412], [2.5583, 1.8618, 4.8309], [3.3332, 2.8286, 2.6890], [3.1080, 2.9423, 0.2285], [1.4933, 3.6075, 0.0799]],
  "mulliken_charge": [1.25, 1.57, -1.34, -1.13, 0.29, 0.54, 0.43, 0.54, -1.97, 0.37, 0.45, 0.60, -1.37, 0.42, 0.37, 0.27, -1.68, 0.39, 0.53, 0.22, -1.55, 0.31, 0.46, 0.38, 0.56, 0.08, -1.03, -0.82, -0.81, -0.72, -0.94, 0.21, -1.11, -0.91, 0.68, 0.42, 0.38, 0.40, 0.35, 0.43, 0.42, 1.01, -0.49, 0.49, 0.60, 0.28, 0.14, -0.03, 0.48, -0.09, 0.17, -0.42, -0.54, -0.43, -0.88, 0.88, -1.47, 0.42, 0.35, 0.36, 0.37, 0.37, 0.47]
}

***

{
  "formula": "C22H37IN2O2S",
  "method": "wB97M-V/def2-TZVPD",
  "e_above_lowest_kcal_mol": 279.54,
  "orbital_gap_ev": 6.545,
  "lumo_ha": -0.0506,
  "smiles": "CC[C@@H](C)c1cc(OC[C@H](C)C(C)C)c(CCCI)c2nsnc12.CC(C)O",
  "species": ["C", "C", "C", "C", "C", "C", "C", "O", "C", "C", "C", "C", "C", "C", "C", "C", "C", "C", "I", "C", "N", "S", "N", "C", "H", "H", "H", "H", "H", "H", "H", "H", "H", "H", "H", "H", "H", "H", "H", "H", "H", "H", "H", "H", "H", "H", "H", "H", "H", "H", "H", "H", "H", "C", "C", "C", "O", "H", "H", "H", "H", "H", "H", "H", "H"],
  "xyz": [[-3.2882, 1.9539, 1.1377], [-1.8611, 1.1308, 1.3818], [-0.6615, 2.2954, 1.3557], [-0.7429, 3.3455, 2.6088], [0.8010, 1.6027, 1.1084], [1.0436, 0.9046, -0.3795], [2.4131, 0.1436, -0.8586], [2.4534, -0.4017, -2.2244], [2.5817, -1.8661, -2.2434], [1.1736, -2.6946, -2.1123], [-0.1800, -1.7711, -2.0828], [1.2835, -3.7570, -0.8278], [2.3861, -4.9596, -1.0925], [1.5754, -2.9854, 0.6104], [3.6864, 0.0767, 0.2223], [5.1213, -0.6145, -0.1657], [6.4253, 0.0020, 0.6144], [6.6856, 1.6037, 0.3770], [7.7690, 2.3492, 2.1716], [3.4292, 0.7418, 1.7022], [4.3092, 0.8509, 2.9305], [3.6296, 1.6644, 4.3249], [2.0360, 2.0012, 3.6027], [2.0335, 1.4867, 2.1806], [-4.0682, 1.2717, 0.5454], [-3.0826, 2.8718, 0.4026], [-3.7298, 2.3778, 2.1375], [-1.7219, 0.4711, 0.3986], [-1.8515, 0.4953, 2.3644], [-0.8964, 2.9323, 0.3735], [-0.9288, 2.6926, 3.5890], [0.2115, 4.0175, 2.7511], [-1.7082, 4.0073, 2.4832], [0.1461, 0.9459, -1.1628], [3.0321, -2.1471, -3.3128], [3.3238, -2.3134, -1.4576], [1.0727, -3.4009, -3.0697], [-0.4440, -1.5641, -0.9408], [-0.1005, -0.7473, -2.6444], [-1.1315, -2.3382, -2.5283], [0.2058, -4.2535, -0.7041], [3.4939, -4.6551, -0.8698], [2.1322, -5.8863, -0.3844], [2.3597, -5.3933, -2.1913], [2.7580, -2.8760, 0.7115], [1.1303, -1.9009, 0.6380], [1.2291, -3.6744, 1.4985], [5.0011, -1.7844, 0.0382], [5.2842, -0.4719, -1.3198], [7.3763, -0.5734, 0.1825], [6.3827, -0.2969, 1.7612], [5.6900, 2.2270, 0.3150], [7.4153, 1.7954, -0.5288], [-7.7094, 0.0312, -0.6509], [-7.4776, 1.5332, -0.6923], [-8.4372, 2.2159, -1.6540], [-6.1367, 1.7931, -1.0992], [-7.5452, -0.4180, -1.6368], [-7.0037, -0.4483, 0.0359], [-8.7282, -0.2022, -0.3259], [-7.6025, 1.9527, 0.3120], [-8.2988, 1.8442, -2.6755], [-8.2505, 3.2947, -1.6827], [-9.4777, 2.0480, -1.3590], [-6.0166, 1.4240, -1.9899]],
  "mulliken_charge": [-0.86, 0.01, 0.22, -1.27, 0.16, -0.61, -0.15, -0.46, -0.24, 0.25, -1.03, -0.07, -1.11, -0.50, 0.47, -0.43, -0.75, -0.83, -0.03, 0.14, -0.40, 0.14, -0.49, 0.31, 0.20, 0.25, 0.24, -0.03, 0.33, 0.36, 0.27, 0.34, 0.34, 0.28, 0.23, -0.13, 0.46, 0.07, 0.25, 0.38, 0.37, 0.22, 0.32, 0.31, 0.06, -0.03, 0.40, 0.15, 0.29, 0.39, 0.40, 0.30, 0.45, -1.26, 0.43, -1.29, -0.51, 0.32, 0.32, 0.37, 0.27, 0.34, 0.32, 0.37, 0.33]
}

***

{
  "formula": "C22H38F6O32S7",
  "method": "wB97M-V/def2-TZVPD",
  "e_above_lowest_kcal_mol": 95.12,
  "orbital_gap_ev": 10.069,
  "lumo_ha": -0.0199,
  "smiles": "CCOC(=O)C(F)(F)F.CCOC(=O)C(F)(F)F.O=S1(=O)OCCO1.O=S1(=O)OCCO1.O=S1(=O)OCCO1.O=S1(=O)OCCO1.O=S1(=O)OCCO1.O=S1(=O)OCCO1.O=S1(=O)OCCO1",
  "species": ["C", "C", "O", "C", "O", "C", "F", "F", "F", "H", "H", "H", "H", "H", "C", "C", "O", "C", "O", "C", "F", "F", "F", "H", "H", "H", "H", "H", "C", "C", "O", "S", "O", "O", "O", "H", "H", "H", "H", "C", "C", "O", "S", "O", "O", "O", "H", "H", "H", "H", "C", "C", "O", "S", "O", "O", "O", "H", "H", "H", "H", "C", "C", "O", "S", "O", "O", "O", "H", "H", "H", "H", "C", "C", "O", "S", "O", "O", "O", "H", "H", "H", "H", "C", "C", "O", "S", "O", "O", "O", "H", "H", "H", "H", "C", "C", "O", "S", "O", "O", "O", "H", "H", "H", "H"],
  "xyz": [[14.3522, -0.9486, -2.5339], [14.9556, -1.1725, -1.1369], [14.9933, 0.0423, -0.4631], [15.3324, 0.0238, 0.8597], [15.4067, -1.0039, 1.5426], [15.4747, 1.3947, 1.5669], [14.6466, 1.4989, 2.6339], [16.7362, 1.5900, 1.9026], [15.1480, 2.2789, 0.6411], [13.2901, -0.7040, -2.5503], [14.3547, -1.9094, -3.0486], [14.8122, -0.1269, -3.0829], [15.9534, -1.5892, -1.2736], [14.3564, -1.9430, -0.6517], [17.9310, 1.7903, -1.5316], [19.3221, 2.1069, -1.0234], [19.2781, 2.1498, 0.3624], [20.4428, 2.0266, 1.1002], [21.5155, 1.6484, 0.6818], [20.1522, 2.2959, 2.6208], [19.2598, 3.2456, 2.7026], [19.6495, 1.2319, 3.1398], [21.2692, 2.6445, 3.3287], [17.5645, 0.9432, -0.9517], [17.8900, 1.5169, -2.5860], [17.1835, 2.5457, -1.2893], [19.7066, 3.0836, -1.3173], [19.9768, 1.2692, -1.2639], [19.4461, -1.8030, 7.7631], [19.9517, -2.4379, 9.0471], [18.9159, -2.2322, 10.0341], [17.8889, -1.0030, 9.5786], [18.0798, 0.0422, 10.5846], [16.5115, -1.4892, 9.3400], [18.7216, -0.6964, 8.1619], [18.9146, -2.5876, 7.2247], [20.2051, -1.5438, 7.0249], [20.9230, -2.1046, 9.4125], [20.0443, -3.4760, 8.7280], [21.1553, -3.7063, 3.9850], [21.0766, -5.0362, 3.2143], [20.2914, -5.8518, 4.0621], [20.7901, -5.5759, 5.6444], [22.0668, -6.2237, 5.9120], [19.7087, -5.8582, 6.5956], [20.9718, -3.9784, 5.3582], [20.4767, -2.9747, 3.5466], [22.1490, -3.2925, 3.8135], [22.0394, -5.5106, 3.0244], [20.5493, -4.9701, 2.2626], [17.6385, -2.9460, 2.1866], [17.3531, -3.8200, 3.3936], [18.1183, -3.2076, 4.4328], [18.0154, -1.5261, 4.3166], [19.2262, -0.7720, 4.6924], [16.7278, -1.0260, 4.8104], [17.8811, -1.6296, 2.6755], [16.9118, -3.0482, 1.3807], [18.5671, -3.2673, 1.7150], [17.6246, -4.8678, 3.2653], [16.2796, -3.7307, 3.5603], [19.2933, -1.7116, -1.7092], [20.6571, -1.1285, -2.0781], [21.1089, -0.6296, -0.8353], [20.7573, -1.7605, 0.3679], [20.7335, -1.1348, 1.7068], [21.5081, -2.9931, 0.1385], [19.2906, -1.9558, -0.3206], [19.1273, -2.5815, -2.3446], [18.5272, -1.0005, -2.0184], [20.5640, -0.4725, -2.9435], [21.3575, -1.8619, -2.4778], [16.5558, -3.8727, 7.0238], [16.2653, -4.5171, 8.4120], [15.7152, -5.7490, 8.0867], [14.9332, -5.8525, 6.5953], [13.4820, -5.7424, 6.6844], [15.5103, -7.0018, 5.9680], [15.5955, -4.3094, 6.1503], [17.5203, -4.2271, 6.6603], [16.6105, -2.7888, 7.1253], [15.5673, -3.9674, 9.0435], [17.2077, -4.5569, 8.9582], [18.1080, 2.1761, 6.9608], [17.0218, 1.6966, 5.9261], [16.0883, 2.7985, 5.7874], [16.6774, 4.1969, 6.4268], [15.8759, 4.5078, 7.6326], [16.8027, 5.2701, 5.3831], [18.1782, 3.5721, 6.8833], [19.0538, 1.6847, 6.7325], [17.9186, 1.9120, 8.0012], [16.3746, 0.9176, 6.3289], [17.3123, 1.4489, 4.9052], [16.4094, -6.0374, -1.5560], [15.3412, -7.1640, -1.4444], [14.6861, -6.9792, -0.2634], [15.4229, -5.8678, 0.8240], [15.8237, -6.5526, 2.0821], [14.6432, -4.5862, 0.8313], [16.7291, -5.7370, -0.2173], [16.0456, -5.1145, -2.0077], [17.3094, -6.4608, -2.0017], [15.8542, -8.1256, -1.4280], [14.5820, -7.1974, -2.2258]],
  "mulliken_charge": [-1.55, 0.47, -0.26, 0.29, -0.55, 0.88, -0.22, -0.15, -0.28, 0.38, 0.40, 0.34, -0.11, 0.32, -0.84, 0.14, -0.20, 0.21, -0.56, 1.13, -0.25, -0.26, -0.29, -0.18, 0.44, 0.38, 0.32, -0.04, 0.58, -0.33, -0.35, 1.17, -0.59, -0.55, -0.18, -0.78, 0.46, 0.32, 0.34, 0.86, -0.32, -0.37, 0.98, -0.58, -0.47, -0.21, -1.01, 0.48, 0.38, 0.22, 0.67, -0.76, -0.58, 0.81, -0.57, -0.49, 0.54, 0.02, -0.35, 0.55, 0.24, -0.08, -0.71, -0.46, 0.96, -0.26, -0.63, -0.11, 0.31, 0.16, 0.39, 0.30, 0.79, -0.16, -0.42, 1.07, -0.54, -0.51, -0.29, -0.57, 0.09, 0.35, 0.26, -0.12, 0.55, -0.39, 1.11, -0.57, -0.55, -0.40, 0.28, 0.33, 0.16, -0.43, -0.27, -0.33, -0.39, 1.08, -0.49, -0.47, -0.21, 0.23, 0.30, 0.28, 0.28]
}